# C47H47Br3F3Li2N8O6

A molecular structure, C47H47Br3F3Li2N8O6 in a non-equilibrium geometry (wB97M-V/def2-TZVPD, the OMol25 dataset).

The relative energy (zero: lowest compared OMol25 entry of this formula, charge and spin) comes out at 0.000 eV. The max |F| comes out at 2.41 eV/Å. The calculation puts the total energy at -292388.060 eV. As for the net charge: +1. The HOMO-LUMO gap comes out at 7.797 eV.

Element x y z (Å)
Li: 17.6409 5.2374 29.3771
Li: 20.5684 5.2086 29.3860
C: 19.2680 4.5129 26.6705
O: 19.7224 5.7576 26.1065
O: 19.0425 4.6946 27.9821
C: 18.0487 4.0304 25.8833
F: 16.9780 4.8338 26.0580
F: 18.1971 3.9488 24.5441
F: 17.7517 2.7661 26.2723
C: 20.9758 5.8328 25.4819
C: 20.9673 5.1572 24.0998
H: 21.6622 5.5528 23.3614
H: 20.9771 4.0705 24.1806
H: 19.9861 5.3305 23.6512
H: 21.8501 5.4469 26.0157
H: 21.1666 6.8968 25.3321
H: 20.1022 3.8029 26.5551
C: 23.4220 2.2669 20.9319
Br: 25.1996 1.5005 20.7398
Br: 23.0154 2.5567 22.7708
Br: 22.1000 1.0861 20.0376
H: 23.4462 3.2133 20.4116
C: 13.5438 2.7365 27.3280
C: 12.3238 2.3467 27.8358
C: 11.3636 3.3110 28.0201
C: 11.6403 4.6321 27.6449
C: 12.8957 5.0209 27.2061
C: 13.8885 4.0388 27.0254
N: 10.6339 5.6305 27.9071
O: 10.9561 6.7966 27.8225
O: 9.5256 5.2807 28.2453
H: 14.3352 2.0085 27.1648
H: 12.1439 1.3151 28.1029
H: 10.3630 3.0923 28.3647
H: 13.1173 6.0253 26.8823
H: 14.9016 4.2686 26.7363
C: 19.3462 -0.5487 25.2279
C: 18.5133 -1.0614 24.2493
C: 18.2584 -0.3549 23.1067
C: 18.9001 0.8802 22.9324
C: 19.7669 1.3843 23.8759
C: 20.0043 0.6458 25.0449
N: 18.6426 1.6613 21.7237
O: 19.3871 2.5544 21.3991
O: 17.6812 1.3155 21.0579
H: 19.4958 -1.1789 26.0970
H: 18.0915 -2.0576 24.3046
H: 17.5984 -0.6812 22.3158
H: 20.3509 2.2569 23.6162
H: 20.5486 1.0354 25.8955
N: 22.2436 3.9544 28.6669
C: 23.5904 3.9322 28.6193
C: 24.3745 2.7992 28.4803
C: 23.7556 1.5678 28.6787
C: 22.3783 1.5434 28.8032
C: 21.6666 2.7505 28.8070
H: 24.0007 4.9351 28.6319
H: 25.4335 3.0129 28.5179
H: 24.3346 0.6572 28.7539
H: 21.8488 0.6498 29.1029
H: 20.6573 2.6936 29.2055
N: 16.0757 6.5286 29.0804
C: 15.2980 6.8827 30.1250
C: 14.1923 7.6891 30.0171
C: 13.9525 8.2865 28.7923
C: 14.7239 7.9521 27.6997
C: 15.7769 7.0538 27.8724
H: 15.6177 6.5081 31.0903
H: 13.5004 7.8600 30.8295
H: 13.0974 8.9312 28.6345
H: 14.4290 8.3655 26.7449
H: 16.2523 6.5510 27.0410
N: 15.3804 7.0215 22.1821
C: 15.6512 6.0458 21.2883
C: 16.8742 5.3898 21.2008
C: 17.8385 5.6441 22.1811
C: 17.5597 6.6568 23.0749
C: 16.3143 7.2760 23.0893
H: 14.8149 5.8019 20.6483
H: 17.1178 4.6554 20.4437
H: 18.7885 5.1482 22.3091
H: 18.2635 6.9031 23.8629
H: 16.0436 8.0571 23.7915
N: 25.8114 4.5640 25.6110
C: 26.6866 4.9363 26.5554
C: 26.6058 6.0897 27.3194
C: 25.5189 6.9222 27.1044
C: 24.5353 6.5171 26.2346
C: 24.7416 5.3474 25.5031
H: 27.5825 4.3420 26.7071
H: 27.4706 6.3183 27.9262
H: 25.4031 7.8324 27.6821
H: 23.6251 7.0669 26.0408
H: 24.0067 5.1069 24.7392
N: 17.0480 3.3276 29.9556
C: 16.6980 3.1671 31.2475
C: 16.2116 2.0125 31.8249
C: 16.1756 0.8890 31.0290
C: 16.7681 0.9370 29.7629
C: 17.0779 2.1856 29.2329
H: 16.8466 4.0694 31.8341
H: 15.9221 2.0826 32.8637
H: 15.7298 -0.0484 31.3350
H: 16.5477 0.0642 29.1619
H: 17.6145 2.2773 28.2964
N: 21.5903 7.1231 29.0965
C: 21.1349 8.2261 28.4893
C: 21.7058 9.4724 28.7013
C: 22.7429 9.5756 29.6295
C: 23.2114 8.4533 30.2780
C: 22.5782 7.2416 29.9691
H: 20.2774 8.1473 27.8324
H: 21.3022 10.3945 28.3082
H: 23.1732 10.5586 29.7778
H: 24.0773 8.5780 30.9125
H: 22.9394 6.3983 30.5514


# C31H40BiBrN4O5S4

A molecular structure, C31H40BiBrN4O5S4 (wB97M-V/def2-TZVPD, the OMol25 dataset).

The relative energy (zero: lowest compared OMol25 entry of this formula, charge and spin) comes out at 0.606 eV. The max |F| comes out at 0.83 eV/Å. The calculation puts the total energy at -168207.432 eV. As for the net charge: +2. The HOMO-LUMO gap comes out at 7.815 eV.

Element x y z (Å)
Bi: -0.8895 -0.2473 -0.9991
C: 1.0039 3.2376 0.4630
C: -0.3756 3.7636 0.8376
S: -1.6822 2.4832 0.8476
C: -2.9723 3.3318 -0.1128
C: -2.6296 3.6533 -1.5617
S: -1.9980 2.2327 -2.5425
C: -0.4925 2.9393 -3.2825
C: 0.5900 3.4147 -2.3275
S: 1.0865 2.2055 -1.0414
H: 1.4104 2.6002 1.2474
H: 1.6922 4.0679 0.3065
H: -0.7007 4.5468 0.1564
H: -0.3264 4.1892 1.8394
H: -3.2328 4.2500 0.4139
H: -3.8194 2.6532 -0.0578
H: -1.8789 4.4375 -1.6359
H: -3.5309 4.0103 -2.0594
H: -0.7977 3.7713 -3.9174
H: -0.1343 2.1314 -3.9193
H: 0.2971 4.3184 -1.7969
H: 1.4857 3.6367 -2.9068
O: -4.3323 -3.5806 -1.9205
C: -3.2663 -2.8249 -1.7411
O: -2.9882 -1.8506 -2.4019
C: -2.3461 -3.3427 -0.6840
C: -2.5242 -4.5532 -0.0366
C: -1.4941 -5.0330 0.7686
C: -0.2965 -4.3385 0.8162
C: -0.1992 -3.1412 0.1187
N: -1.2267 -2.6319 -0.5443
C: 1.1215 -2.4282 -0.0973
O: 2.1287 -2.8451 0.4315
O: 1.0509 -1.4324 -0.9311
H: -4.8468 -3.2981 -2.6909
H: -3.4328 -5.1161 -0.1922
H: -1.6140 -5.9619 1.3092
H: 0.5694 -4.6958 1.3558
C: 4.2961 0.3416 6.5600
C: 3.5464 0.2828 5.2679
C: 2.1625 0.4145 5.2240
C: 1.4586 0.3589 4.0355
C: -0.0329 0.5288 4.0679
C: 2.1740 0.1675 2.8226
C: 1.5230 0.1043 1.5485
O: 0.2996 0.0195 1.3411
C: 3.5928 0.0460 2.8530
C: 4.4101 -0.1856 1.6105
C: 4.2384 0.1008 4.0689
H: 3.6295 0.5014 7.4043
H: 5.0266 1.1518 6.5322
H: 4.8510 -0.5840 6.7200
H: 1.6199 0.5590 6.1509
H: -0.3462 0.9696 5.0126
H: -0.5245 -0.4412 3.9644
H: -0.3914 1.1489 3.2489
H: 2.1948 0.1628 0.6867
H: 4.3324 0.6610 0.9233
H: 4.0829 -1.0920 1.1007
H: 5.4605 -0.2971 1.8707
H: 5.3170 -0.0004 4.0971
C: 3.6560 -0.3800 -3.6265
N: 2.2076 -0.2261 -3.5145
C: 1.2381 -0.9421 -4.0457
S: -0.4470 -0.6921 -3.5985
N: 1.4008 -1.8205 -5.0221
C: 2.6152 -2.2354 -5.7224
H: 4.1023 0.0872 -2.7537
H: 4.0431 0.1200 -4.5135
H: 3.9497 -1.4261 -3.6346
H: 1.9266 0.3594 -2.7513
H: 0.5437 -2.2539 -5.3266
H: 3.2694 -1.3917 -5.9146
H: 2.3219 -2.6580 -6.6791
H: 3.1492 -3.0017 -5.1617
Br: -7.1293 0.7616 -1.6806
C: -5.7888 0.1367 -0.5081
C: -6.1059 -0.4606 0.7034
C: -5.0683 -0.8604 1.5300
C: -3.7629 -0.6530 1.1144
N: -3.4647 -0.0995 -0.0618
C: -4.4579 0.2850 -0.8636
H: -7.1379 -0.6066 0.9922
H: -5.2778 -1.3105 2.4902
H: -2.9206 -0.9146 1.7477
H: -4.1919 0.7114 -1.8214


> Which of these has the lowest relative energy (zero: lowest compared OMol25 entry of this formula, charge and spin)?

C47H47Br3F3Li2N8O6


> Which value of relative energy (zero: lowest compared OMol25 entry of this formula, charge and spin) does entry 2 give?

0.606 eV


> Among the records above, which one has the lowest relative energy (zero: lowest compared OMol25 entry of this formula, charge and spin)?

C47H47Br3F3Li2N8O6


> Among the records above, which one has the highest relative energy (zero: lowest compared OMol25 entry of this formula, charge and spin)?

C31H40BiBrN4O5S4